[1]
73
Properties=species:S:1:pos:R:3 method="wB97M-V/def2-TZVPD" charge=+1 e_homo_ev=-11.428 gap_ev=6.978
C 0.387 5.566 2.482
C 0.222 3.906 2.380
O 1.473 3.391 1.794
C 1.384 1.953 1.478
C 0.480 1.768 0.086
C 0.837 3.060 -0.856
N 0.525 2.889 -2.328
C -0.204 1.578 -2.600
N -1.439 1.595 -3.202
C -2.202 2.819 -3.661
C -3.746 2.863 -3.020
C -3.661 3.408 -1.445
F -4.408 1.539 -3.002
N 0.470 0.309 -2.131
C 1.660 -0.082 -2.976
C 3.038 0.751 -2.676
C 4.151 -0.379 -2.145
Br 3.883 1.547 -4.346
C 0.759 0.301 -0.649
C -0.372 -0.730 0.027
O 0.087 -1.315 1.311
C -1.074 -2.034 1.916
O -1.103 -1.818 3.393
C -0.801 -0.404 3.689
C -1.341 0.125 5.144
O -0.634 -0.602 6.242
H -0.585 6.111 2.079
H 0.567 5.824 3.612
H 1.287 5.968 1.826
H -0.713 3.744 1.664
H -0.055 3.410 3.404
H 0.848 1.430 2.378
H 2.435 1.465 1.220
H -0.651 1.884 0.444
H 1.984 3.379 -0.779
H 0.206 3.975 -0.456
H 1.363 3.009 -2.939
H -1.902 0.652 -3.360
H -2.266 2.861 -4.853
H -1.715 3.848 -3.343
H -4.375 3.662 -3.622
H -2.604 3.838 -1.174
H -3.959 2.547 -0.696
H -4.452 4.278 -1.328
H 1.375 0.140 -4.110
H 1.832 -1.242 -2.907
H 2.970 1.543 -1.817
H 4.515 -1.050 -3.034
H 3.624 -1.110 -1.365
H 5.067 0.113 -1.592
H 1.799 -0.137 -0.341
H -0.561 -1.559 -0.809
H -1.386 -0.144 0.127
H -0.946 -3.189 1.664
H -2.112 -1.677 1.499
H 0.380 -0.248 3.691
H -1.339 0.244 2.851
H -2.523 0.027 5.262
H -1.030 1.271 5.261
H 0.305 -0.743 5.872
C 1.190 -7.081 0.474
C 0.123 -7.501 -0.504
C -0.975 -6.499 -0.224
O -0.336 -5.291 0.210
C 1.045 -5.575 0.474
H 2.194 -7.413 0.199
H 0.958 -7.479 1.469
H 0.491 -7.375 -1.529
H -0.203 -8.537 -0.382
H -1.629 -6.841 0.585
H -1.590 -6.294 -1.105
H 1.639 -5.120 -0.325
H 1.338 -5.125 1.427

***

[2]
87
Properties=species:S:1:pos:R:3 method="wB97M-V/def2-TZVPD" charge=-1 relative_energy_kj_mol=306.3 e_homo_ev=-5.636 gap_ev=7.597
Cl 1.614 -0.785 -1.182
O 2.182 -0.686 -2.405
O 1.927 0.244 -0.240
O 0.128 -0.863 -1.225
O 1.929 -2.037 -0.573
C 3.636 -7.788 -2.638
C 2.301 -8.211 -1.979
O 2.696 -8.893 -0.861
C 4.027 -8.792 -0.714
O 4.674 -9.223 0.249
O 4.619 -8.201 -1.796
H 3.732 -6.734 -2.897
H 3.839 -8.539 -3.401
H 1.612 -8.733 -2.644
H 1.841 -7.318 -1.554
C -2.455 -1.999 -6.947
C -1.155 -1.047 -6.997
O -0.344 -1.717 -7.897
C -0.918 -2.759 -8.451
O -0.406 -3.603 -9.186
O -2.117 -3.056 -7.844
H -3.223 -1.371 -7.401
H -2.801 -2.278 -5.952
H -0.813 -0.793 -5.994
H -1.485 -0.097 -7.417
C 7.211 -1.698 1.675
C 7.373 -3.197 1.818
O 8.608 -3.294 2.615
C 8.946 -2.111 3.018
O 9.847 -1.818 3.780
O 8.025 -1.148 2.612
H 6.181 -1.342 1.659
H 7.541 -1.345 0.698
H 7.461 -3.801 0.915
H 6.492 -3.506 2.381
C -1.750 1.296 5.149
C -1.929 -0.226 4.705
O -1.761 -0.898 5.875
P -0.503 -1.911 6.109
O -0.470 -2.468 7.535
O -0.812 -3.065 5.036
C 0.184 -4.012 4.865
C -0.457 -5.157 4.127
O 0.904 -1.225 5.696
C 1.639 -0.494 6.618
C 2.501 0.606 5.888
H -2.002 2.002 4.357
H -2.434 1.590 5.945
H -0.747 1.500 5.525
H -2.956 -0.370 4.368
H -1.164 -0.441 3.960
H 0.940 -3.549 4.232
H 0.626 -4.357 5.800
H -0.963 -4.768 3.243
H 0.168 -6.003 3.842
H -1.290 -5.570 4.696
H 0.954 0.208 7.093
H 2.081 -1.213 7.308
H 3.176 0.105 5.194
H 1.996 1.503 5.530
H 3.025 1.224 6.617
C -5.994 9.330 -1.782
C -5.567 8.166 -1.034
O -5.588 7.076 -1.916
P -4.208 6.255 -2.114
O -3.491 5.697 -0.948
O -4.707 5.070 -3.157
C -4.181 3.756 -3.319
C -4.538 2.911 -2.170
O -3.340 7.320 -3.071
C -1.961 7.468 -3.085
C -1.058 6.324 -3.423
H -6.077 10.097 -1.011
H -5.242 9.810 -2.407
H -6.886 9.031 -2.332
H -4.569 8.324 -0.625
H -6.147 8.048 -0.118
H -4.758 3.478 -4.201
H -3.152 3.817 -3.671
H -4.402 1.842 -2.338
H -4.139 3.328 -1.246
H -5.602 3.073 -2.002
H -1.825 8.226 -3.856
H -1.723 7.889 -2.108
H -1.087 5.489 -2.723
H -1.419 5.795 -4.305
H -0.018 6.610 -3.578

***

[3]
94
Properties=species:S:1:pos:R:3 method="wB97M-V/def2-TZVPD" relative_energy_kj_mol=744.1 e_homo_ev="-7.782 / -8.373" s_squared=30.009 multiplicity=11 gap_ev="7.004 / 7.101"
Mn -0.950 1.242 2.244
Mn 1.660 -1.880 1.720
C -1.087 -2.052 5.700
F -1.789 -2.768 4.725
F -1.943 -1.246 6.297
F -0.469 -2.904 6.506
S 0.175 -1.016 4.597
O 0.926 -1.919 3.678
O -0.642 -0.045 3.864
O 1.055 -0.344 5.554
C 2.674 3.490 2.540
F 1.959 4.250 1.655
F 3.072 2.353 1.974
F 3.771 4.168 3.064
S 1.453 3.051 3.935
O 0.284 2.421 3.275
O 2.222 2.074 4.709
O 1.235 4.335 4.668
C 0.738 0.252 0.402
O 1.186 -0.786 -0.023
O -0.351 0.751 0.262
O 0.888 0.141 1.589
C -3.357 1.096 -1.448
O -4.361 1.615 -0.988
N -3.387 -0.112 -2.057
C -4.597 -0.900 -2.332
C -2.125 -0.576 -2.538
H -2.350 1.522 -1.324
H -4.818 -1.048 -3.389
H -5.525 -0.440 -1.994
H -4.679 -1.809 -1.737
H -1.397 0.231 -2.619
H -1.642 -1.248 -1.830
H -2.268 -0.927 -3.560
C 4.258 -2.169 -0.673
O 3.597 -2.314 0.400
N 5.566 -2.495 -0.739
C 6.244 -3.274 0.357
C 6.380 -2.212 -1.875
H 3.874 -1.756 -1.619
H 6.956 -2.583 0.810
H 6.679 -4.182 -0.060
H 5.535 -3.615 1.112
H 5.862 -1.541 -2.560
H 7.287 -1.760 -1.473
H 6.689 -3.174 -2.283
C -0.117 2.662 -2.427
O -0.872 3.576 -2.468
N 0.549 2.110 -3.472
C 1.216 0.854 -3.337
C 0.395 2.782 -4.861
H 0.169 2.146 -1.497
H 0.863 0.312 -4.215
H 1.003 0.253 -2.453
H 2.294 1.018 -3.330
H -0.117 3.744 -4.833
H 1.393 2.883 -5.287
H -0.142 2.134 -5.554
C 1.761 -4.974 -3.639
O 1.647 -4.488 -4.756
N 1.694 -4.279 -2.489
C 1.575 -5.151 -1.265
C 1.280 -2.877 -2.455
H 1.851 -6.053 -3.442
H 1.775 -6.187 -1.539
H 0.540 -5.020 -0.948
H 2.280 -4.943 -0.461
H 1.531 -2.380 -3.392
H 0.220 -2.811 -2.208
H 1.780 -2.365 -1.633
C -3.485 -0.673 1.446
O -2.663 0.122 1.878
N -4.367 -1.280 2.256
C -4.969 -2.555 1.795
C -4.541 -1.142 3.667
H -3.543 -0.957 0.384
H -5.315 -2.432 0.769
H -5.830 -2.714 2.445
H -4.262 -3.383 1.833
H -3.892 -1.879 4.142
H -4.203 -0.154 3.979
H -5.548 -1.334 4.036
C -1.808 3.943 0.502
O -1.478 3.178 1.432
N -1.490 5.256 0.469
C -1.828 6.073 -0.685
C -0.581 5.989 1.477
H -2.387 3.613 -0.374
H -2.457 5.606 -1.442
H -0.813 6.302 -1.010
H -2.321 7.032 -0.525
H -1.006 6.988 1.571
H -0.642 5.493 2.446
H 0.373 6.063 0.954

***

[4]
75
Properties=species:S:1:pos:R:3 method="wB97M-V/def2-TZVPD" charge=+1 e_homo_ev=-10.374 gap_ev=6.583
O 0.096 -2.302 3.402
P -0.061 -0.913 2.532
I 0.407 -1.679 0.269
C -1.926 -0.957 2.458
S -2.467 0.416 1.371
C -2.622 -2.239 2.040
N -4.020 -2.048 2.475
C -4.119 -1.377 3.582
S -2.677 -0.709 4.143
H 0.889 -2.312 3.942
H -1.999 1.386 2.175
H -2.217 -3.055 2.651
H -2.529 -2.490 0.987
H -4.821 -2.438 1.998
H -5.067 -1.229 4.083
C -4.431 1.931 6.852
C -3.239 2.706 6.343
O -3.002 2.787 5.158
C -2.366 3.363 7.379
H -4.990 1.537 6.006
H -4.101 1.116 7.500
H -5.079 2.575 7.448
H -1.977 2.612 8.070
H -2.954 4.064 7.972
H -1.544 3.886 6.898
C 1.662 1.749 -1.281
C 2.162 2.303 -2.597
O 2.870 3.285 -2.636
C 1.740 1.556 -3.831
H 2.024 2.355 -0.454
H 0.570 1.723 -1.277
H 2.011 0.720 -1.171
H 0.649 1.503 -3.880
H 2.111 0.529 -3.789
H 2.130 2.031 -4.727
C 0.114 4.867 -5.324
C 1.513 5.153 -5.824
O 1.882 4.784 -6.913
C 2.412 5.904 -4.876
H -0.444 4.315 -6.076
H 0.168 4.291 -4.398
H -0.399 5.802 -5.090
H 2.510 5.333 -3.951
H 1.978 6.874 -4.627
H 3.392 6.042 -5.327
C -4.338 -5.086 7.021
C -4.558 -4.321 5.746
O -4.701 -3.115 5.746
C -4.601 -5.138 4.478
H -4.328 -4.407 7.869
H -5.127 -5.828 7.149
H -3.394 -5.633 6.970
H -5.393 -5.884 4.545
H -3.664 -5.684 4.351
H -4.785 -4.499 3.618
C 6.095 0.876 -4.741
C 5.174 1.355 -5.837
O 4.041 0.944 -5.939
C 5.733 2.381 -6.789
H 5.584 0.144 -4.120
H 6.994 0.434 -5.173
H 6.415 1.723 -4.130
H 6.619 1.985 -7.290
H 6.048 3.268 -6.235
H 4.981 2.656 -7.523
C 2.519 -4.414 -1.683
C 2.287 -3.567 -2.912
O 2.262 -2.359 -2.833
C 2.081 -4.286 -4.218
H 2.683 -3.747 -0.841
H 1.655 -5.055 -1.500
H 3.387 -5.064 -1.812
H 1.223 -4.957 -4.142
H 2.950 -4.906 -4.444
H 1.921 -3.568 -5.018